{
  "formula": "C39H70P2S4SbSi4Tl",
  "method": "ωB97M-V with the def2-TZVPD basis set",
  "species": ["Tl", "C", "C", "S", "C", "C", "S", "C", "C", "S", "C", "C", "S", "H", "H", "H", "H", "H", "H", "H", "H", "H", "H", "H", "H", "H", "H", "H", "H", "C", "P", "C", "C", "C", "C", "C", "C", "C", "P", "C", "C", "H", "H", "H", "H", "H", "H", "H", "H", "H", "H", "H", "H", "H", "H", "H", "H", "C", "Si", "C", "C", "Sb", "Si", "C", "C", "C", "Si", "C", "C", "C", "H", "H", "H", "H", "H", "H", "H", "H", "H", "H", "H", "H", "H", "H", "H", "H", "H", "H", "H", "H", "H", "H", "H", "H", "H", "H", "H", "C", "C", "C", "C", "C", "C", "Si", "C", "C", "C", "C", "C", "C", "H", "H", "H", "H", "H", "H", "H", "H", "H", "H", "H"],
  "coordinates": [[0.00542, -0.52581, -0.01925], [2.79186, 2.93887, 0.41254], [2.10413, 3.27334, 1.73382], [0.31524, 2.99253, 1.63047], [-0.16697, 2.68096, 3.34761], [-0.14460, 1.21424, 3.76713], [1.56058, 0.67057, 4.01821], [1.39196, -1.12605, 4.09302], [2.62603, -1.79897, 3.49806], [2.56265, -1.89861, 1.68764], [4.02343, -0.97599, 1.14864], [3.91621, 0.54145, 1.19854], [2.81680, 1.19946, -0.08711], [3.82680, 3.28626, 0.45581], [2.31849, 3.47233, -0.41463], [2.29435, 4.32350, 1.96478], [2.51501, 2.66965, 2.53924], [-1.19231, 3.04661, 3.42028], [0.43487, 3.29867, 4.01770], [-0.59716, 0.60256, 2.98340], [-0.71500, 1.08902, 4.69091], [0.50248, -1.41783, 3.52953], [1.25663, -1.44246, 5.12868], [2.69551, -2.81968, 3.87662], [3.53800, -1.28127, 3.80233], [4.20888, -1.32955, 0.13226], [4.87227, -1.30181, 1.75223], [4.90939, 0.97047, 1.04391], [3.54246, 0.85844, 2.17231], [-3.14041, 3.97615, -0.61044], [-2.20968, 2.50271, -1.19408], [-0.72731, 3.37719, -1.86210], [-3.03428, 2.14682, -2.80468], [-4.17554, 2.82598, -3.23315], [-4.74517, 2.56343, -4.46981], [-4.16941, 1.62437, -5.31279], [-3.04623, 0.93150, -4.89057], [-2.48063, 1.16461, -3.63822], [-1.07381, 0.12561, -3.04805], [0.09820, 0.29684, -4.45697], [-1.84200, -1.52039, -3.32202], [-4.14536, 3.69533, -0.29070], [-3.20585, 4.77452, -1.35279], [-2.60859, 4.35594, 0.26460], [-0.99671, 4.03744, -2.68813], [0.01091, 2.65141, -2.20798], [-0.28182, 3.96780, -1.06080], [-4.63291, 3.57385, -2.59901], [-5.63404, 3.10021, -4.77674], [-4.59636, 1.42638, -6.28766], [-2.60818, 0.18725, -5.54628], [-0.19504, -0.30480, -5.31917], [1.09147, -0.01778, -4.14262], [0.13537, 1.34592, -4.75286], [-1.22887, -2.31427, -2.89550], [-2.80568, -1.52060, -2.81387], [-2.00386, -1.72615, -4.38229], [-3.69397, 1.14306, 1.98218], [-4.71189, -0.25464, 1.25169], [-5.45240, 0.29619, -0.38110], [-6.10135, -0.68909, 2.43707], [-3.10932, -2.17608, 0.76291], [-3.04698, -3.20359, 3.09910], [-4.57356, -4.18191, 3.57406], [-1.56426, -4.34800, 3.16340], [-2.78723, -1.83723, 4.36230], [-4.73168, -3.78926, -0.38621], [-3.91481, -5.47136, -0.32273], [-4.92795, -3.23964, -2.17259], [-6.44933, -3.86973, 0.36592], [-4.28357, 2.06407, 2.03219], [-2.81273, 1.33064, 1.36163], [-3.36109, 0.89972, 2.99370], [-6.01712, 1.22405, -0.24939], [-6.13687, -0.45716, -0.77856], [-4.67680, 0.47556, -1.13022], [-6.77866, 0.16499, 2.53467], [-5.72694, -0.93130, 3.43361], [-6.68210, -1.54055, 2.08085], [-4.74319, -5.01637, 2.89105], [-5.47100, -3.56104, 3.58321], [-4.43519, -4.59340, 4.57847], [-1.72032, -5.22131, 2.52702], [-1.39181, -4.69682, 4.18586], [-0.65984, -3.84596, 2.81146], [-3.55444, -1.06369, 4.31051], [-1.81782, -1.35538, 4.22037], [-2.80766, -2.26219, 5.37028], [-2.92521, -5.43553, -0.78536], [-4.51368, -6.21775, -0.85240], [-3.78215, -5.81609, 0.70582], [-4.12124, -3.63585, -2.79231], [-4.92972, -2.15334, -2.27794], [-5.87620, -3.61109, -2.57099], [-6.43927, -4.07200, 1.43675], [-7.01177, -4.66888, -0.12697], [-6.99133, -2.93620, 0.19939], [-0.62020, -6.67115, -1.24163], [-0.44825, -6.14498, -2.51453], [0.11569, -4.88606, -2.67757], [0.50890, -4.11099, -1.58160], [0.29675, -4.65298, -0.30982], [-0.24436, -5.92038, -0.13642], [1.32665, -2.40351, -1.78736], [3.19610, -2.74361, -1.70092], [4.08094, -1.82722, -2.28108], [5.45607, -1.95283, -2.14314], [5.98713, -3.01012, -1.41449], [5.13002, -3.93952, -0.84152], [3.75463, -3.80484, -0.98419], [-1.04729, -7.65800, -1.11231], [-0.74399, -6.72158, -3.38296], [0.26164, -4.49730, -3.67980], [0.57180, -4.07333, 0.56695], [-0.37582, -6.32151, 0.86141], [1.16724, -2.18028, -3.26658], [3.68607, -0.98777, -2.84633], [6.11474, -1.22634, -2.60405], [7.05940, -3.11278, -1.30274], [5.53361, -4.77479, -0.28134], [3.10497, -4.54176, -0.52499]],
  "atomic_forces_ev_per_a": [[0.068, 0.059, 0.125], [0.017, 0.035, 0.010], [0.030, 0.002, -0.014], [-0.036, 0.005, -0.067], [-0.023, -0.002, 0.026], [-0.028, 0.015, -0.014], [0.008, 0.011, -0.005], [-0.025, -0.036, 0.041], [-0.036, 0.020, 0.050], [-0.015, -0.027, -0.067], [0.018, -0.011, -0.017], [0.033, 0.006, 0.027], [0.014, -0.102, 0.023], [-0.004, 0.017, 0.003], [-0.029, -0.028, 0.006], [-0.005, 0.000, 0.010], [-0.020, -0.015, 0.012], [-0.007, -0.004, -0.013], [0.006, -0.001, -0.011], [0.010, -0.006, -0.022], [0.015, 0.008, -0.003], [0.003, 0.023, -0.014], [-0.009, 0.008, -0.001], [-0.002, 0.000, -0.006], [0.002, 0.002, -0.030], [-0.004, 0.067, 0.096], [-0.016, 0.004, 0.021], [0.011, 0.000, -0.010], [0.017, -0.022, -0.017], [-0.012, 0.032, -0.001], [0.013, -0.039, -0.059], [0.019, 0.018, 0.013], [0.024, 0.069, 0.003], [-0.020, 0.002, 0.001], [0.012, -0.009, 0.004], [0.002, 0.003, 0.012], [-0.020, -0.001, 0.002], [0.005, -0.049, -0.026], [-0.059, -0.029, 0.013], [-0.010, 0.004, -0.023], [0.046, -0.008, -0.031], [0.009, -0.007, -0.006], [0.001, 0.000, 0.005], [-0.006, -0.002, 0.000], [0.010, 0.012, 0.001], [-0.003, 0.012, 0.014], [0.009, -0.004, 0.022], [0.006, 0.001, -0.002], [0.003, 0.002, -0.006], [-0.005, -0.001, 0.002], [-0.008, 0.005, 0.009], [-0.037, 0.034, -0.009], [-0.003, -0.022, -0.002], [0.028, 0.007, 0.009], [-0.017, 0.016, -0.025], [0.004, -0.018, 0.035], [-0.011, -0.010, 0.012], [0.023, 0.010, 0.009], [0.052, 0.038, 0.006], [0.004, -0.021, -0.016], [-0.030, 0.022, 0.009], [-0.001, -0.087, -0.136], [0.015, 0.051, -0.042], [-0.013, -0.005, 0.024], [0.022, -0.035, 0.013], [0.006, -0.004, 0.030], [0.039, 0.038, 0.064], [-0.010, -0.031, -0.013], [-0.012, -0.040, -0.027], [-0.034, 0.014, -0.002], [0.001, -0.008, 0.013], [-0.022, -0.005, 0.035], [0.015, -0.004, 0.019], [-0.003, 0.000, -0.010], [0.000, 0.003, -0.009], [-0.013, 0.008, 0.013], [-0.001, -0.008, 0.013], [0.010, -0.003, -0.008], [-0.009, -0.002, -0.005], [-0.002, 0.004, 0.003], [0.007, 0.008, 0.000], [-0.019, -0.008, -0.002], [-0.002, -0.003, -0.007], [0.006, -0.013, -0.014], [0.004, 0.016, 0.014], [-0.017, -0.018, -0.001], [0.010, 0.023, -0.015], [0.022, 0.009, 0.002], [-0.075, 0.021, 0.011], [0.000, -0.003, -0.006], [-0.014, -0.001, 0.004], [0.023, 0.029, 0.004], [-0.043, 0.003, 0.021], [0.020, -0.029, -0.019], [0.007, -0.006, -0.010], [-0.009, 0.006, 0.008], [0.000, 0.004, 0.003], [0.059, -0.020, -0.019], [-0.017, -0.010, 0.003], [0.001, 0.026, 0.012], [-0.001, -0.021, -0.022], [-0.007, -0.011, 0.034], [0.037, 0.013, -0.007], [-0.004, -0.070, -0.087], [-0.006, 0.051, 0.075], [0.027, 0.007, -0.052], [-0.001, -0.008, -0.055], [0.005, -0.007, 0.000], [0.011, 0.010, -0.002], [-0.016, -0.015, -0.011], [-0.008, 0.004, 0.004], [0.003, 0.000, 0.002], [0.012, -0.009, 0.001], [0.016, 0.002, 0.014], [-0.004, -0.002, 0.005], [-0.025, 0.013, 0.008], [-0.005, 0.006, 0.014], [-0.001, 0.001, -0.001], [-0.001, 0.000, 0.000], [-0.001, 0.007, 0.002], [-0.006, 0.010, 0.003]],
  "charge": 0,
  "fmax_ev_per_a": 0.16,
  "gap_ev": 6.348,
  "e_tot_ha": -5374.3316,
  "lumo_energy_ev": 0.42,
  "multiplicity": 1
}